1.
The following is a quantum chemistry calculation of the ion C3H5NO2S with charge -2, from the Open Molecules 2025 dataset.

## Properties
gap between HOMO and LUMO = 5.8 eV
structure (SMILES) = O=C([O-])NCC[S-]

The geometry in ORCA input format:
```
! wB97M-V def2-TZVPD RIJCOSX def2/J DEFGRID3
* xyz -2 1
O -2.0504 0.5427 1.5190
C -1.6726 -0.6241 1.2037
O -2.2451 -1.6693 1.6496
N -0.6285 -0.7436 0.2655
C 0.1506 0.4406 -0.0895
C 1.5920 -0.0208 -0.5182
S 2.2651 0.9957 -1.8570
H -0.6859 -1.3684 -0.5228
H -0.3162 0.9921 -0.9188
H 0.2546 1.0659 0.7920
H 2.2443 -0.0031 0.3660
H 1.5936 -1.0438 -0.9090
*
```

2.
The following is a quantum chemistry calculation of the ion C3H5NO2S with charge -2, from the Open Molecules 2025 dataset.

## Properties
gap between HOMO and LUMO = 5.7 eV
structure (SMILES) = O=C([O-])NCC[S-]

The geometry in ORCA input format:
```
! wB97M-V def2-TZVPD RIJCOSX def2/J DEFGRID3
* xyz -2 1
O -0.5276 1.7611 1.4271
C -0.6091 0.6283 1.9334
O -0.9249 0.3321 3.1331
N -0.3682 -0.4822 1.0930
C -0.3933 -0.6031 -0.3685
C 0.9796 -0.5947 -1.0536
S 0.8617 -0.4073 -2.8826
H -0.0744 -1.2923 1.5978
H -0.8957 0.3180 -0.6906
H -1.0066 -1.4698 -0.6331
H 1.3632 -1.6045 -0.8493
H 1.6511 0.1449 -0.6234
*
```

2 wins, 9.1 kJ/mol ahead of the next structure.

1.
The following is a quantum chemistry calculation of the molecule C4H6FN3, from the Open Molecules 2025 dataset.

## Properties
gap between HOMO and LUMO = 9.1 eV

The geometry in ORCA input format:
```
! wB97M-V def2-TZVPD RIJCOSX def2/J DEFGRID3
* xyz 0 1
C 2.1844 -0.7846 -0.4635
C 0.7780 -0.8405 -0.2070
C -1.9464 1.0988 -0.0928
C -1.2560 -0.0387 0.6551
N 2.9978 0.1037 -0.0641
N 3.7757 0.8527 0.2560
N 0.1366 0.0313 0.4596
F -1.8255 -1.2483 0.2409
H 2.6166 -1.5794 -1.0527
H 0.2958 -1.7254 -0.6346
H -2.9606 1.2469 0.2670
H -1.3662 2.0037 0.0529
H -1.9724 0.8561 -1.1521
H -1.4577 0.0236 1.7352
*
```

2.
The following is a quantum chemistry calculation of a structure of composition C4H6FN3, from the Open Molecules 2025 dataset.

## Properties
gap between HOMO and LUMO = 9.7 eV

The geometry in ORCA input format:
```
! wB97M-V def2-TZVPD RIJCOSX def2/J DEFGRID3
* xyz 0 1
C 0.4155 1.5228 0.1652
C 0.7347 0.0390 -0.0445
C -2.0204 -0.7737 -0.4586
C 2.1109 -0.3938 -0.1082
H 1.1054 2.2155 -0.4326
H 0.7923 1.6698 1.1602
H 0.3486 -0.4332 -1.1104
H 0.4348 -1.2474 1.6545
H -2.0980 0.7209 -0.7315
H -2.8314 -1.8505 -0.8856
N -0.0833 -0.8760 0.7573
N -1.1996 -1.5716 0.2081
N 3.2689 -0.6587 -0.2557
F -0.9784 1.6369 0.0817
*
```

1 wins, 499.8 kJ/mol ahead of the next structure.

1.
The following is a quantum chemistry calculation of a structure of composition C25H37AsBrN2Si3Ti, from the Open Molecules 2025 dataset.

## Properties
gap between HOMO and LUMO = 6.6 eV

The geometry in ORCA input format:
```
! wB97M-V def2-TZVPD RIJCOSX def2/J DEFGRID3
* xyz 3 1
Ti 0.6575 -0.0198 -1.2229
Br -0.8686 -2.1784 -1.4701
C -0.3439 -2.9748 0.2042
C -0.7831 -4.2087 0.5647
C -0.3202 -4.7290 1.7946
C 0.5463 -4.0138 2.5745
C 0.9968 -2.7319 2.1748
C 1.9129 -1.9669 2.9414
C 2.3427 -0.7365 2.5204
C 1.8687 -0.2035 1.3054
C 0.9719 -0.9084 0.5205
C 0.5340 -2.1875 0.9569
H -1.4524 -4.7857 -0.0587
H -0.6532 -5.7100 2.1032
H 0.9071 -4.4288 3.5069
H 2.2803 -2.3779 3.8737
H 3.0467 -0.1716 3.1158
H 2.2191 0.7843 1.0184
N 7.4373 2.7352 -2.7852
C 6.3804 2.3436 -2.5687
C 5.0610 1.8541 -2.2966
C 4.6278 0.6463 -2.8392
C 3.3539 0.2148 -2.5430
N 2.5102 0.9126 -1.7570
C 2.9375 2.0793 -1.2373
C 4.1945 2.5820 -1.4805
H 5.2720 0.0563 -3.4756
H 2.9988 -0.7287 -2.9432
H 2.2338 2.6190 -0.6172
H 4.5015 3.5239 -1.0482
C -5.7143 1.6884 1.6307
Si -6.4787 2.0465 0.0137
C -6.8463 3.7559 -0.4918
C -6.8317 0.6554 -1.1091
As -1.0325 1.5500 -0.7362
Si -0.8326 1.7175 -3.1419
C -2.5847 1.7611 -3.7602
C 0.1845 3.1581 -3.7265
C -0.0232 0.1005 -3.8036
Si -0.6058 3.6185 0.4971
C -2.3171 4.3436 0.5852
C -0.0001 2.9803 2.1412
C 0.5817 4.7608 -0.3779
H -6.2043 0.8318 2.1014
H -5.7430 2.5427 2.3056
H -4.6695 1.3956 1.4713
H -7.7413 3.7974 -1.1162
H -6.0155 4.1210 -1.1102
H -6.9506 4.4299 0.3582
H -7.4851 -0.0599 -0.5973
H -5.9087 0.1124 -1.3355
H -7.3061 0.9702 -2.0371
H -3.1010 2.6295 -3.3478
H -3.1343 0.8599 -3.4851
H -2.6009 1.8518 -4.8490
H -0.3694 4.0943 -3.6380
H 0.4272 3.0226 -4.7839
H 1.1256 3.2656 -3.1868
H -0.7748 -0.6280 -4.1108
H 0.7500 -0.5204 -3.3054
H 0.5267 0.4107 -4.6972
H -3.0021 3.6763 1.1117
H -2.7165 4.5636 -0.4068
H -2.2770 5.2854 1.1397
H -0.5774 3.4435 2.9449
H 1.0465 3.2444 2.3042
H -0.0999 1.8993 2.2498
H 0.0959 5.7285 -0.5228
H 0.9059 4.4212 -1.3592
H 1.4650 4.9357 0.2402
*
```

2.
The following is a quantum chemistry calculation of a structure of composition C25H37AsBrN2Si3Ti, from the Open Molecules 2025 dataset.

## Properties
gap between HOMO and LUMO = 6.4 eV

The geometry in ORCA input format:
```
! wB97M-V def2-TZVPD RIJCOSX def2/J DEFGRID3
* xyz 3 1
Ti 0.1400 1.2793 -0.3205
Br 2.0345 2.4612 -1.6621
C 1.6013 1.5595 -3.3151
C 2.3527 1.8254 -4.4160
C 1.9906 1.1820 -5.6216
C 0.9115 0.3442 -5.6561
C 0.1419 0.0911 -4.4905
C -0.9962 -0.7502 -4.5156
C -1.7542 -0.9763 -3.3903
C -1.3883 -0.3859 -2.1757
C -0.2716 0.4361 -2.0888
C 0.4968 0.7047 -3.2648
H 3.1937 2.5055 -4.3875
H 2.5730 1.3725 -6.5123
H 0.6249 -0.1355 -6.5835
H -1.2753 -1.2116 -5.4556
H -2.6310 -1.6078 -3.4395
H -1.9931 -0.5991 -1.3000
N -5.9573 5.3461 0.4796
C -5.0224 4.6889 0.3679
C -3.8543 3.8705 0.2335
C -2.6751 4.4050 -0.2866
C -1.5830 3.5804 -0.4055
N -1.6082 2.2823 -0.0198
C -2.7532 1.7703 0.4844
C -3.8890 2.5276 0.6194
H -2.6183 5.4381 -0.6001
H -0.6561 3.9622 -0.8222
H -2.7371 0.7297 0.7805
H -4.7934 2.0890 1.0181
C -2.3255 -1.3741 2.8902
Si -0.7492 -0.4487 3.1533
C 0.3477 -1.2599 4.3847
C -0.9757 1.3705 3.4873
As 0.4065 -0.7570 0.9713
Si 2.6934 -0.0330 1.4220
C 3.4793 -0.8893 2.8551
C 3.6135 -0.3224 -0.1673
C 2.3716 1.7917 1.7955
Si 0.2892 -3.0735 0.0685
C 1.0314 -4.0062 1.4674
C -1.5119 -3.3771 -0.2147
C 1.3091 -2.9608 -1.4569
H -2.9695 -1.2472 3.7654
H -2.1252 -2.4431 2.7867
H -2.8925 -1.0527 2.0148
H -0.2053 -1.3115 5.3290
H 1.2610 -0.6958 4.5710
H 0.6105 -2.2806 4.1028
H -2.0367 1.6118 3.5821
H -0.5440 2.0413 2.7431
H -0.5041 1.6153 4.4420
H 3.0199 -1.8436 3.1085
H 3.4653 -0.2592 3.7451
H 4.5219 -1.0839 2.5911
H 4.1900 -1.2468 -0.0796
H 4.3300 0.4829 -0.3477
H 2.9739 -0.4227 -1.0450
H 2.1036 1.9183 2.8468
H 1.5322 2.2732 1.2575
H 3.2523 2.4036 1.5862
H 0.3368 -4.0796 2.3064
H 1.9644 -3.5579 1.8108
H 1.2619 -5.0251 1.1405
H -2.1460 -2.5866 0.1859
H -1.8066 -4.3063 0.2791
H -1.7192 -3.4826 -1.2809
H 2.3742 -2.9078 -1.2286
H 1.0255 -2.0992 -2.0643
H 1.1427 -3.8598 -2.0589
*
```

2 wins, 8.0 kJ/mol ahead of the next structure.

1.
The following is a quantum chemistry calculation of a cluster of 2 separate species, C2HCl2NO in total, from the Open Molecules 2025 dataset.

## Properties
gap between HOMO and LUMO = 7.9 eV

The geometry in ORCA input format:
```
! wB97M-V def2-TZVPD RIJCOSX def2/J DEFGRID3
* xyz 0 1
C -1.1036 0.1524 0.3623
C 1.0822 -0.9815 0.3746
N -1.0698 0.8348 -0.5508
O -0.6604 1.5436 -1.3532
Cl 1.5723 -1.1862 -1.1573
Cl 2.0065 0.1121 1.3598
H -1.8273 -0.4751 0.9646
*
```

2.
The following is a quantum chemistry calculation of a cluster of 2 separate species, C2HCl2NO in total, from the Open Molecules 2025 dataset.

## Properties
gap between HOMO and LUMO = 10.5 eV
structure (SMILES) = N#CC(=O)Cl.Cl

The geometry in ORCA input format:
```
! wB97M-V def2-TZVPD RIJCOSX def2/J DEFGRID3
* xyz 0 1
N 1.7472 2.2016 0.4369
C 1.4158 1.3396 -0.2568
C 0.9042 0.1496 -0.8800
O -0.1036 0.1144 -1.5566
Cl 1.4511 -1.3519 -0.2068
Cl -2.7132 -1.8374 1.3936
H -2.7015 -0.6158 1.0696
*
```

2 wins, 522.2 kJ/mol ahead of the next structure.